Entry 1:
The following is a DFT calculation (the ωB97M-V functional and the def2-TZVPD basis) of a structure of composition C19H21BrClFeN2O6S2.

Summary:
Strongest force on any atom in eV Å⁻¹: 0.33
2S+1: 5
Expectation value of S²: 6.01
Energy relative to the best compared isomer or geometry (same formula, charge and spin) in eV: 0.161
Charge: -1

Structure (XYZ):
```
53
C19H21BrClFeN2O6S2 | the OMol25 dataset | the ωB97M-V functional and the def2-TZVPD basis
Fe 1.196 -0.584 -0.649
S 1.767 -1.324 1.542
C 1.718 -3.078 1.368
C 2.015 -3.873 2.478
C 1.994 -5.257 2.418
C 1.672 -5.878 1.216
C 1.380 -5.103 0.106
C 1.392 -3.705 0.148
S 1.011 -2.828 -1.335
H 2.270 -3.374 3.406
H 2.230 -5.843 3.299
H 1.650 -6.960 1.143
H 1.134 -5.578 -0.837
O 4.250 0.784 -2.907
Cl 3.007 1.099 -2.286
O 2.695 2.493 -2.456
O 3.063 0.789 -0.845
O 1.933 0.264 -2.801
C -0.067 3.917 0.718
C 0.616 2.742 0.000
N 0.837 1.657 0.953
C -0.374 1.355 1.710
C -0.706 2.534 2.648
N 0.138 3.696 2.197
C 1.589 3.410 2.481
C 1.909 2.028 1.862
H -1.143 3.920 0.543
H 0.362 4.888 0.473
H 1.577 3.029 -0.421
H -0.031 2.396 -0.798
H -0.209 0.439 2.275
H -1.185 1.201 1.005
H -0.451 2.350 3.692
H -1.747 2.847 2.575
H -0.143 4.530 2.703
H 1.721 3.441 3.562
H 2.159 4.221 2.026
H 1.997 1.256 2.627
H 2.847 2.065 1.311
Br -5.538 -2.687 -4.906
C -4.393 -1.684 -3.761
C -4.792 -0.420 -3.357
C -3.957 0.304 -2.521
C -2.740 -0.224 -2.107
C -2.359 -1.493 -2.525
C -3.190 -2.234 -3.354
C -1.842 0.582 -1.194
O -2.293 1.626 -0.686
O -0.681 0.116 -1.005
H -5.737 -0.014 -3.691
H -4.238 1.290 -2.174
H -1.412 -1.904 -2.191
H -2.901 -3.224 -3.678
```

Entry 2:
The following is a DFT calculation (the ωB97M-V functional and the def2-TZVPD basis) of a structure of composition C19H21BrN3O2.

Summary:
Strongest force on any atom in eV Å⁻¹: 18.57
Energy relative to the best compared isomer or geometry (same formula, charge and spin) in eV: 15.818
Charge: +1

Structure (XYZ):
```
46
C19H21BrN3O2 | the OMol25 dataset | the ωB97M-V functional and the def2-TZVPD basis
C 5.914 -2.557 4.253
C 5.288 -3.504 3.279
H 4.947 -4.382 3.792
O 4.328 -3.046 2.509
C 3.227 -2.560 3.277
C 2.065 -2.581 2.252
H 1.886 -3.579 1.772
H 1.237 -2.274 2.587
C 2.605 -1.428 1.159
N 1.608 -1.323 0.045
C 0.490 -0.925 -0.234
C -0.249 -0.035 0.632
C -1.552 0.638 0.235
N -1.983 0.103 -1.208
C -1.089 -0.489 -1.959
C -0.039 -1.171 -1.348
N 0.861 -1.766 -1.918
C 1.840 -2.043 -1.076
H 2.763 -2.528 -1.492
H -1.556 -0.888 -2.939
C -3.015 0.888 -1.659
H -3.355 0.271 -2.631
H -3.990 0.601 -1.075
C -2.859 2.207 -1.655
O -1.597 2.829 -1.346
C -3.781 3.271 -2.473
C -4.986 2.889 -2.782
C -5.773 3.613 -3.737
C -5.465 4.901 -3.623
C -4.311 5.448 -3.178
C -3.342 4.559 -2.672
H -2.338 4.998 -2.157
H -3.984 6.472 -3.369
H -6.088 5.748 -4.128
H -6.725 3.328 -3.899
H -5.284 1.638 -2.992
H -2.164 1.176 0.643
Br -0.215 0.307 2.550
H 2.507 -0.530 1.677
H 3.544 -1.857 0.818
H 3.111 -1.864 3.847
H 2.808 -3.842 3.959
H 6.185 -4.014 2.739
H 6.305 -1.631 3.812
H 7.019 -2.985 4.720
H 5.199 -2.083 4.992
```